Entry 1:
264
Properties=species:S:1:pos:R:3:lowdin_charge:R:1 method="wB97M-V/def2-TZVPD" gap_ha=0.31870 fmax_ha_per_bohr=0.0980 total_energy_ev=-130131.0123 e_above_lowest_kj_mol=931.9
C 2.0158 -2.9903 2.9290 -0.095
C 2.5020 -3.4831 4.2369 -0.312
O 2.6678 -4.9017 4.1881 -0.079
H 1.5394 -2.0155 3.0340 0.050
H 1.2527 -3.6982 2.6056 0.078
H 2.7384 -2.9798 2.1129 0.074
H 1.7057 -3.2019 4.9261 0.110
H 3.5090 -3.1072 4.4180 0.118
H 1.7995 -5.2950 4.0745 0.073
C 5.0941 1.5598 -3.2903 -0.079
C 5.4487 2.6184 -4.3200 -0.322
O 5.0493 3.7858 -3.7244 -0.066
H 5.1626 0.5558 -3.7090 0.079
H 4.0552 1.7685 -3.0347 0.046
H 5.5724 1.6847 -2.3188 0.079
H 4.9497 2.3258 -5.2438 0.110
H 6.5270 2.6293 -4.4788 0.120
H 5.8879 4.2507 -3.6752 0.111
C -4.8898 3.0986 5.7116 -0.072
C -4.3408 1.6325 5.6001 -0.249
O -2.9596 1.6487 5.1078 -0.127
H -5.9088 3.0110 6.0885 0.073
H -4.7778 3.7260 4.8273 0.063
H -4.3560 3.6622 6.4769 0.063
H -4.9516 1.0648 4.8982 0.104
H -4.3563 1.0806 6.5400 0.097
H -2.6977 0.7933 4.7596 0.031
C 3.1732 3.7738 -0.2764 -0.063
C 2.2736 3.5890 -1.5560 -0.330
O 2.7796 4.5423 -2.3898 -0.073
H 3.0553 4.7616 0.1690 0.077
H 4.1845 3.5025 -0.5794 0.064
H 2.8361 2.9490 0.3514 0.051
H 1.2157 3.7816 -1.3773 0.112
H 2.3830 2.5434 -1.8439 0.075
H 3.6825 4.3319 -2.6390 0.035
C 3.4995 4.4234 3.3642 -0.094
C 3.2541 5.3799 4.5230 -0.278
O 2.5546 6.4786 3.8770 -0.098
H 2.6145 3.8770 3.0380 0.061
H 4.3958 3.8286 3.5402 0.063
H 3.9078 4.8741 2.4596 0.062
H 4.1891 5.8538 4.8219 0.103
H 2.8726 4.9013 5.4250 0.108
H 2.3157 7.0901 4.5775 0.069
C -2.7538 0.2274 -3.0042 -0.070
C -2.0684 1.2154 -2.0428 -0.263
O -2.1140 2.5921 -2.5422 -0.096
H -3.8220 0.4096 -3.1224 0.079
H -2.5453 -0.8218 -2.7951 0.062
H -2.2008 0.3139 -3.9395 0.058
H -1.0493 0.8287 -2.0445 0.073
H -2.3916 1.1056 -1.0076 0.108
H -1.8445 3.2303 -1.8776 0.044
C 6.4511 0.9383 2.8379 -0.075
C 5.4379 0.5840 1.7510 -0.323
O 4.3244 0.0574 2.4167 -0.091
H 6.1613 1.8216 3.4070 0.065
H 7.3491 1.3702 2.3962 0.070
H 6.7209 0.0532 3.4140 0.083
H 5.9007 -0.1743 1.1194 0.099
H 5.2673 1.4455 1.1053 0.104
H 3.6257 -0.0803 1.7729 0.036
C 2.5130 0.6689 6.9219 -0.062
C 2.9256 0.7074 5.4254 -0.370
O 3.7718 -0.2991 5.2659 -0.080
H 3.1782 1.1092 7.6647 0.068
H 2.1967 -0.3473 7.1570 0.073
H 1.6676 1.3506 7.0147 0.049
H 3.3312 1.6228 4.9947 0.103
H 2.1338 0.4362 4.7271 0.088
H 4.0901 -0.3325 4.3609 0.048
C -2.8006 -2.9102 0.0875 -0.120
O -2.8620 -3.7686 -1.0116 -0.203
C -1.7880 -4.7164 -0.9822 -0.241
C -2.0463 -5.8194 -1.9289 -0.169
N -2.7781 -6.9633 -1.3174 -0.055
C -3.8396 -6.7172 -0.3716 -0.210
C -4.3144 -7.9633 0.4305 -0.189
O -3.3925 -8.6732 1.3233 -0.205
C -4.0202 -9.6976 2.2025 -0.081
H -3.6365 -2.2908 -0.2376 0.100
H -1.8754 -2.3348 0.1192 0.068
H -3.0700 -3.3991 1.0237 0.084
H -1.5934 -5.0339 0.0422 0.121
H -0.9086 -4.1096 -1.1980 0.114
H -1.1461 -6.2450 -2.3723 0.118
H -2.4832 -5.2885 -2.7746 0.107
H -2.2810 -7.7661 -0.9589 0.104
H -4.6519 -6.3529 -1.0006 0.123
H -3.6234 -5.9247 0.3449 0.098
H -4.7988 -8.7284 -0.1761 0.113
H -5.1786 -7.6199 0.9991 0.106
H -3.2745 -9.9196 2.9659 0.078
H -4.3503 -10.6699 1.8369 0.076
H -4.8838 -9.2916 2.7293 0.075
C -7.8995 5.6271 3.6176 -0.161
O -7.5956 5.2626 4.8659 -0.208
C -7.4696 6.3055 5.7767 -0.167
C -6.1320 7.1988 5.4643 -0.155
N -4.8989 6.5499 5.9152 -0.052
C -3.7820 7.4312 5.9390 -0.235
C -2.9830 7.6320 4.6653 -0.232
O -2.5398 6.5160 3.9535 -0.184
C -1.4206 5.8482 4.3964 -0.110
H -8.7758 6.2752 3.6339 0.094
H -8.0052 4.7451 2.9860 0.099
H -7.0491 6.1640 3.1972 0.076
H -7.5330 5.8198 6.7504 0.122
H -8.3383 6.9468 5.6277 0.104
H -6.2697 8.1219 6.0272 0.109
H -6.0959 7.4314 4.4000 0.094
H -4.7311 5.7262 5.3553 0.076
H -3.0183 7.0404 6.6114 0.106
H -4.0228 8.3261 6.5129 0.124
H -2.1558 8.3242 4.8225 0.120
H -3.6057 8.2007 3.9748 0.117
H -0.5853 6.5198 4.5952 0.085
H -1.1447 5.1091 3.6443 0.077
H -1.6748 5.3138 5.3117 0.089
C -7.2065 -3.3091 -8.8544 -0.122
O -6.0068 -3.2495 -8.1272 -0.209
C -5.5659 -1.9281 -7.6816 -0.175
C -4.0415 -2.0105 -7.5660 -0.188
N -3.5167 -1.9293 -6.1729 -0.063
C -3.9237 -3.1091 -5.3318 -0.141
C -3.0152 -4.2854 -5.7742 -0.238
O -1.6567 -4.0089 -5.4859 -0.198
C -0.7839 -5.1384 -5.6630 -0.094
H -7.9374 -3.7856 -8.2011 0.084
H -7.0615 -3.7893 -9.8221 0.086
H -7.6025 -2.3149 -9.0618 0.076
H -5.9452 -1.5898 -6.7173 0.119
H -5.9365 -1.2021 -8.4053 0.110
H -3.7622 -1.0308 -7.9537 0.103
H -3.6080 -2.8560 -8.1001 0.107
H -2.5265 -1.7499 -6.0866 0.059
H -4.9504 -3.3697 -5.5888 0.107
H -3.8916 -2.9321 -4.2568 0.107
H -3.0847 -4.5737 -6.8231 0.115
H -3.4902 -5.1510 -5.3124 0.113
H -1.0875 -6.0320 -5.1176 0.081
H 0.2259 -4.9080 -5.3234 0.073
H -0.5988 -5.3458 -6.7170 0.086
C -2.3476 -1.8638 3.8703 -0.082
O -2.5839 -1.1588 5.1013 -0.228
C -1.6778 -1.6408 6.1407 -0.180
C -1.7335 -0.8497 7.4495 -0.195
N -1.0448 0.4573 7.3948 -0.042
C -1.1948 1.1926 8.6837 -0.161
C -0.2542 0.5974 9.8081 -0.182
O -0.8607 -0.5386 10.4464 -0.198
C -0.0449 -1.0120 11.4852 -0.135
H -1.4389 -1.5668 3.3467 0.064
H -3.1069 -1.6645 3.1141 0.088
H -2.2884 -2.8926 4.2256 0.089
H -0.7306 -1.6239 5.6015 0.106
H -1.7787 -2.7045 6.3564 0.116
H -1.2692 -1.4443 8.2362 0.109
H -2.7873 -0.8705 7.7273 0.119
H -1.6125 0.9576 6.7258 0.063
H -2.2698 1.2396 8.8575 0.111
H -0.9147 2.2327 8.5163 0.108
H -0.1427 1.3727 10.5661 0.110
H 0.7483 0.4013 9.4278 0.109
H -0.4887 -1.9371 11.8530 0.085
H -0.1071 -0.3681 12.3625 0.083
H 1.0037 -1.2237 11.2760 0.089
C 1.0320 -2.1619 -3.4072 -0.107
O 1.8364 -2.2574 -2.3033 -0.207
C 2.8755 -1.3542 -2.1687 -0.217
C 3.2749 -1.1667 -0.6620 -0.154
N 2.4597 -0.2238 0.1311 -0.016
C 1.0785 -0.5420 -0.1139 -0.208
C 0.1316 -0.3323 1.1039 -0.150
O 0.1149 1.0845 1.4536 -0.219
C 0.3325 1.5565 2.7815 -0.082
H 0.3309 -2.9960 -3.3776 0.086
H 1.6593 -2.2055 -4.2975 0.087
H 0.4395 -1.2473 -3.4282 0.085
H 2.8112 -0.3770 -2.6473 0.102
H 3.6426 -1.9083 -2.7097 0.123
H 4.2514 -0.6823 -0.6655 0.099
H 3.5123 -2.1437 -0.2410 0.114
H 2.3805 0.6287 -0.4048 0.091
H 0.8957 -1.6117 -0.2162 0.114
H 0.6671 -0.1751 -1.0542 0.107
H 0.5223 -0.8499 1.9800 0.075
H -0.9087 -0.6090 0.9323 0.096
H -0.1570 2.5172 2.9408 0.075
H 1.3806 1.7861 2.9736 0.061
H -0.0787 0.8077 3.4586 0.078
C -2.0297 4.3552 0.7715 -0.105
O -2.4645 4.4703 -0.5550 -0.212
C -3.7802 4.9644 -0.6765 -0.192
C -4.0486 5.5236 -2.1296 -0.195
N -4.5999 4.3989 -2.9010 -0.046
C -4.7094 4.5915 -4.3957 -0.186
C -5.5795 5.7745 -4.7808 -0.234
O -5.9730 5.4604 -6.1271 -0.196
C -6.1195 6.6068 -6.9465 -0.124
H -0.9468 4.2500 0.8385 0.085
H -2.5473 3.5055 1.2169 0.099
H -2.0633 5.1713 1.4932 0.071
H -3.8055 5.9479 -0.2072 0.115
H -4.5934 4.2907 -0.4064 0.129
H -3.0397 5.8226 -2.4138 0.111
H -4.5090 6.5051 -2.2422 0.108
H -3.8991 3.6742 -2.8406 0.060
H -5.2126 3.6902 -4.7456 0.118
H -3.7864 4.7776 -4.9447 0.118
H -5.0717 6.7122 -4.5550 0.115
H -6.5196 5.7616 -4.2295 0.123
H -6.5948 6.3797 -7.9008 0.079
H -5.1880 7.1094 -7.2068 0.087
H -6.9063 7.2374 -6.5324 0.083
C 1.8158 -2.8062 -8.0664 -0.114
O 0.6902 -2.9148 -8.9354 -0.184
C -0.3389 -1.9254 -8.6218 -0.164
C -0.0151 -0.4531 -9.1510 -0.144
N -1.0191 0.5938 -8.6899 -0.076
C -1.3977 0.7401 -7.3233 -0.221
C -0.3279 1.4981 -6.5489 -0.207
O 0.7668 0.6757 -6.2557 -0.176
C 1.6324 1.2024 -5.3255 -0.131
H 2.1755 -1.7803 -7.9880 0.074
H 2.5821 -3.5761 -8.1572 0.091
H 1.5250 -2.8824 -7.0187 0.059
H -0.4718 -1.8825 -7.5408 0.094
H -1.2641 -2.1666 -9.1452 0.114
H -0.0305 -0.5691 -10.2347 0.107
H 0.9631 -0.0837 -8.8430 0.090
H -0.7369 1.4802 -9.0832 0.098
H -1.7211 -0.1803 -6.8371 0.083
H -2.3351 1.2793 -7.4600 0.122
H -0.7565 2.0722 -5.7274 0.123
H 0.0858 2.1894 -7.2830 0.120
H 2.4204 1.8865 -5.6401 0.085
H 2.1107 0.2739 -5.0136 0.072
H 1.1728 1.6096 -4.4249 0.090
C 6.6080 -3.8533 -0.8114 -0.136
O 7.8449 -3.2558 -0.6794 -0.184
C 8.4964 -3.3665 0.5910 -0.200
C 9.1322 -4.7473 0.8308 -0.223
N 10.3842 -4.7845 0.0986 -0.082
C 11.1542 -6.1106 0.1564 -0.149
C 12.5025 -5.8395 -0.6220 -0.229
O 13.3653 -6.9556 -0.6102 -0.193
C 12.8432 -8.1347 -1.2987 -0.075
H 5.9822 -3.4269 -0.0274 0.069
H 6.4953 -4.9052 -0.5489 0.087
H 6.1243 -3.4717 -1.7106 0.090
H 7.8898 -3.0420 1.4364 0.112
H 9.2550 -2.5903 0.6919 0.121
H 8.4461 -5.5736 0.6444 0.107
H 9.4507 -4.8308 1.8699 0.117
H 10.2041 -4.4581 -0.8400 0.098
H 10.5371 -6.9697 -0.1068 0.098
H 11.4830 -6.1894 1.1926 0.111
H 13.0396 -4.9520 -0.2874 0.123
H 12.1775 -5.5362 -1.6172 0.105
H 12.7622 -7.8851 -2.3567 0.082
H 11.8302 -8.3933 -0.9904 0.066
H 13.5099 -8.9890 -1.1811 0.086


Entry 2:
47
Properties=species:S:1:pos:R:3:lowdin_charge:R:1 method="wB97M-V/def2-TZVPD" gap_ha=0.13708 fmax_ha_per_bohr=0.1987 total_energy_ev=-83418.9355 e_above_lowest_kj_mol=1071.0 charge=+2
O 13.1689 1.2468 -26.0814 -0.232
V 12.6393 2.0994 -24.7916 1.264
O 11.0685 2.1846 -24.8386 -0.211
O 11.1831 8.2765 -23.8213 -0.218
V 12.7933 8.3415 -23.9397 1.258
O 13.1562 9.9202 -24.1381 -0.241
Sr 18.4757 5.5202 -23.7317 1.798
C 14.7506 5.4354 -25.5048 -1.130
O 13.6164 5.3177 -25.1184 -0.061
O 15.4044 6.4990 -25.4263 -0.138
O 15.3070 4.3693 -25.2593 -0.127
C 9.4323 8.4380 -28.4751 -0.044
C 10.5759 7.4475 -28.1567 -0.471
C 11.0810 6.6250 -29.4022 -0.039
O 11.6990 8.1089 -27.5930 -0.083
H 9.3900 8.9911 -27.5368 0.070
H 8.4740 7.9576 -28.6724 0.083
H 9.6851 9.1914 -29.2211 0.083
H 10.3031 6.7057 -27.4060 0.127
H 10.2018 6.3555 -29.9874 0.078
H 11.5165 5.7341 -28.9497 0.069
H 11.7948 7.1708 -30.0192 0.077
H 12.2712 8.4202 -28.2982 0.080
C 16.8469 10.2126 -29.5480 -0.035
C 17.7170 10.8485 -28.3523 -0.419
C 17.0131 11.9161 -27.5228 -0.073
O 17.9124 9.7575 -27.4230 -0.104
H 17.3898 9.3456 -29.9244 0.070
H 16.3986 10.9018 -30.2636 0.076
H 15.9678 9.7489 -29.1005 0.055
H 18.6120 11.3391 -28.7347 0.135
H 17.7386 12.4625 -26.9201 0.080
H 16.1758 11.5309 -26.9410 0.073
H 16.5744 12.6368 -28.2131 0.079
H 17.0800 9.3566 -27.1625 0.066
C 17.6712 2.2334 -29.3844 -0.056
C 18.4392 3.4783 -29.0354 -0.493
C 17.8816 4.6879 -29.6809 -0.062
O 18.5074 3.6074 -27.5786 -0.092
H 16.7226 2.2825 -28.8499 0.082
H 18.0989 1.2839 -29.0622 0.085
H 17.5802 2.2057 -30.4702 0.091
H 19.4413 3.3587 -29.4471 0.141
H 17.5245 4.5102 -30.6953 0.093
H 18.6374 5.4692 -29.6008 0.085
H 17.0531 5.0896 -29.0976 0.081
H 17.6147 3.4833 -27.2480 0.051


Entry 3:
69
Properties=species:S:1:pos:R:3:nbo_charge:R:1 method="wB97M-V/def2-TZVPD" gap_ha=0.19980 fmax_ha_per_bohr=0.0203 total_energy_ev=-94964.7111 e_above_lowest_kj_mol=0.0 charge=-2
Y -0.5441 -0.1447 -1.3023 1.634
C 2.3791 1.8382 0.4783 -0.409
C 2.4832 2.1082 -1.0224 -0.402
C 1.3172 2.8965 -1.6159 -0.238
N 0.0231 2.3739 -1.2026 -0.594
C -0.8099 3.1716 -0.6099 0.251
C -0.4689 4.4302 0.0026 -0.328
C -1.2438 5.5256 0.3395 -0.172
C -2.5924 5.7814 0.1020 -0.370
C -3.4864 4.8505 -0.4261 -0.149
C -3.3272 3.4962 -0.6425 -0.356
C -2.1941 2.6366 -0.4404 0.273
N -2.2834 1.3556 -0.2378 -0.606
C -3.6011 0.8363 0.1256 -0.235
C -3.5038 -0.2458 1.1958 -0.402
C -2.8166 -1.5177 0.7085 -0.252
N -1.3670 -1.3798 0.6745 -0.596
C -0.6759 -1.7020 1.7151 0.239
C -1.2913 -2.0645 2.9653 -0.351
C -0.8183 -2.7408 4.0659 -0.149
C 0.4641 -3.2115 4.3583 -0.350
C 1.5903 -2.9194 3.6046 -0.145
C 1.7471 -2.1620 2.4513 -0.393
C 0.8166 -1.5672 1.5462 0.327
N 1.1765 -0.9114 0.4805 -0.645
C 2.5892 -0.6811 0.2171 -0.241
C 3.1254 0.5725 0.9119 -0.385
H 1.3299 1.7159 0.7460 0.225
H 2.7434 2.6993 1.0464 0.191
H 2.5178 1.1679 -1.5733 0.220
H 3.4205 2.6274 -1.2457 0.193
H 1.3571 2.7753 -2.6971 0.238
H 1.4218 3.9584 -1.4070 0.173
H 0.5788 4.5211 0.2582 0.195
H -0.6932 6.3326 0.8181 0.185
H -2.9667 6.7736 0.3267 0.188
H -4.4749 5.2324 -0.6680 0.190
H -4.1907 2.9819 -1.0432 0.215
H -4.1022 0.4317 -0.7605 0.216
H -4.2225 1.6368 0.5224 0.185
H -4.5208 -0.4898 1.5244 0.196
H -2.9644 0.1610 2.0565 0.202
H -3.1464 -1.7100 -0.3090 0.240
H -3.1256 -2.3818 1.3024 0.182
H -2.3390 -1.8044 3.0269 0.204
H -1.5707 -2.9398 4.8251 0.189
H 0.5957 -3.7942 5.2631 0.189
H 2.5232 -3.3119 3.9996 0.187
H 2.7790 -2.0500 2.1591 0.198
H 2.6973 -0.5670 -0.8592 0.208
H 3.2182 -1.5335 0.4669 0.180
H 4.1976 0.6604 0.6903 0.185
H 3.0239 0.4427 1.9955 0.200
S -2.2790 1.4841 -5.3994 -0.889
Sb -1.2587 -0.4088 -4.6379 1.439
S -2.4459 -1.2512 -2.7157 -0.900
S 0.8156 0.2083 -3.5658 -0.949
S -0.8934 -2.0727 -6.1603 -0.899
I -0.8504 -4.5721 -0.3411 0.167
C 1.0257 -3.9556 -1.0581 0.117
C 2.1325 -4.6678 -0.6096 -0.302
C 3.3569 -4.3806 -1.1861 -0.174
C 3.4170 -3.4169 -2.1734 -0.267
C 2.2624 -2.7212 -2.5012 0.057
N 1.0725 -2.9546 -1.9295 -0.428
H 2.0232 -5.4235 0.1564 0.226
H 4.2460 -4.9137 -0.8684 0.204
H 4.3451 -3.1817 -2.6772 0.212
H 2.2563 -1.9335 -3.2402 0.254


Here are the calculated highest occupied orbital energy numbers, same order: -8.33, -12.62, -1.64 (eV).